Entry 1:
52
Properties=species:S:1:pos:R:3:lowdin_charge:R:1 method="wB97M-V/def2-TZVPD" smiles=ClC(Cl)(Cl)Cl.ClC(Cl)(Cl)Cl.ClCCCl.ClCCCl.ClCCCl.ClCCCl.OCCO e_homo_ha=-0.3698 lumo_energy_ev=0.0923
C -6.618 -17.145 -22.814 -2.039
Cl -5.466 -17.179 -24.175 0.501
Cl -8.154 -17.726 -23.424 0.507
Cl -6.116 -18.449 -21.671 0.482
Cl -6.784 -15.545 -22.116 0.550
C -2.704 -19.716 -39.405 -2.065
Cl -4.151 -18.836 -38.740 0.464
Cl -1.850 -18.583 -40.494 0.492
Cl -1.625 -20.111 -38.059 0.525
Cl -3.288 -21.020 -40.313 0.583
C -6.808 -16.369 -30.825 -0.250
C -6.077 -16.627 -32.157 -0.249
O -6.683 -16.298 -33.406 -0.064
O -6.974 -14.991 -30.664 -0.059
H -6.314 -16.848 -29.980 0.124
H -7.762 -16.863 -31.010 0.109
H -5.580 -17.596 -32.196 0.115
H -5.281 -15.889 -32.053 0.111
H -6.071 -15.801 -33.954 0.084
H -6.941 -14.556 -31.519 0.080
Cl -11.078 -21.960 -34.192 0.570
C -10.301 -20.861 -33.086 -0.688
C -10.977 -20.781 -31.683 -0.666
Cl -9.845 -20.805 -30.332 0.546
H -10.269 -19.861 -33.519 0.069
H -9.272 -21.216 -33.032 0.052
H -11.550 -21.689 -31.496 0.044
H -11.676 -19.949 -31.601 0.072
Cl -12.104 -11.271 -27.604 0.551
C -10.841 -11.738 -26.469 -0.710
C -11.250 -12.725 -25.423 -0.657
Cl -12.725 -12.101 -24.672 0.531
H -10.429 -10.835 -26.019 0.072
H -10.100 -12.246 -27.087 0.069
H -10.578 -13.064 -24.634 0.079
H -11.556 -13.595 -26.004 0.065
Cl -1.070 -19.754 -29.501 0.525
C 0.629 -19.306 -29.246 -0.629
C 0.572 -17.878 -28.690 -0.664
Cl -0.181 -16.681 -29.807 0.509
H 1.097 -19.273 -30.230 0.065
H 1.006 -20.122 -28.629 0.069
H 1.573 -17.501 -28.478 0.065
H -0.001 -17.812 -27.765 0.060
Cl -5.789 -12.508 -37.258 0.567
C -6.969 -11.340 -36.748 -0.713
C -6.563 -10.262 -35.757 -0.676
Cl -6.744 -10.661 -34.053 0.552
H -7.817 -11.976 -36.497 0.063
H -7.345 -10.845 -37.643 0.069
H -7.211 -9.402 -35.925 0.066
H -5.574 -9.832 -35.918 0.072



Entry 2:
12
Properties=species:S:1:pos:R:3:lowdin_charge:R:1 method="wB97M-V/def2-TZVPD" e_homo_ha="-0.2563 / -0.2564" lumo_energy_ev="0.1660 / 0.1815"
C -2.702 -1.151 -1.382 0.100
C -1.580 -0.813 -1.078 -0.153
C -0.295 -0.522 -0.584 -0.150
N 0.267 0.684 -0.691 -0.003
C 1.258 1.181 0.067 -0.157
C 1.554 0.524 1.274 -0.171
C 1.664 -0.073 2.323 0.112
H -3.699 -1.451 -1.611 0.020
H 0.222 -1.232 0.046 0.111
H -0.119 1.307 -1.394 0.166
H 1.718 2.109 -0.241 0.102
H 1.711 -0.563 3.271 0.024



Entry 3:
8
Properties=species:S:1:pos:R:3:lowdin_charge:R:1 method="wB97M-V/def2-TZVPD" smiles=N.N e_homo_ha=-0.3412 lumo_energy_ev=0.9935
N 0.957 0.767 0.380 -0.007
H 0.538 0.898 1.306 0.036
H 0.997 1.690 -0.063 0.032
H 1.926 0.467 0.531 0.034
N -0.988 -1.207 -0.464 -0.023
H -1.799 -0.972 0.117 -0.003
H -1.309 -1.208 -1.437 -0.002
H -0.321 -0.434 -0.370 -0.068



Entry 4:
10
Properties=species:S:1:pos:R:3:lowdin_charge:R:1 method="wB97M-V/def2-TZVPD" e_homo_ha=-0.3384 lumo_energy_ev=-0.3777
C 0.427 -0.970 -0.178 -0.606
C 0.177 1.103 1.120 -0.407
N 0.918 0.077 0.598 0.107
N -0.890 -0.839 -0.648 -0.281
O 1.049 -1.994 -0.365 0.072
O 0.449 2.094 1.680 0.100
P -1.821 0.510 -0.208 0.851
H 1.937 -0.029 0.643 0.173
H -0.928 -1.487 -1.393 0.085
H -1.319 1.534 -1.249 -0.095



Entry 5:
15
Properties=species:S:1:pos:R:3:lowdin_charge:R:1 method="wB97M-V/def2-TZVPD" e_homo_ha="-0.2458 / -0.2458" lumo_energy_ev="-0.3903 / -0.3921"
C -1.335 0.836 0.580 -0.063
C -0.794 -0.719 -0.959 0.024
N 0.511 -0.481 -1.106 -0.070
C 1.412 -1.185 -0.178 -0.133
C 1.820 -0.288 0.748 -0.191
N 1.204 0.936 0.682 -0.007
C 0.273 0.904 -0.289 -0.282
H -2.337 0.798 0.119 0.051
H -1.253 0.115 1.401 0.059
H -1.205 1.840 0.999 0.061
H -1.484 -0.235 -1.652 0.109
H -1.176 -1.572 -0.390 0.122
H 1.843 -2.128 -0.487 0.084
H 2.583 -0.459 1.510 0.102
H 0.111 1.709 -1.014 0.133



Entry 6:
40
Properties=species:S:1:pos:R:3:lowdin_charge:R:1 method="wB97M-V/def2-TZVPD" e_homo_ha=-0.3059 lumo_energy_ev=0.6193
C 4.508 0.077 1.018 -0.080
C 3.336 0.605 1.010 -0.027
C 2.608 0.980 -0.157 -0.090
C 1.094 1.364 -0.088 -0.329
C 3.039 0.425 -1.523 -0.034
C 4.222 -0.025 -1.409 -0.048
C 4.926 -0.334 -0.140 -0.181
H 4.975 -0.096 1.724 0.010
H 2.718 0.853 1.894 0.137
O 0.743 2.104 1.061 -0.017
H 0.743 2.209 -0.915 0.189
H 0.640 1.652 1.731 -0.076
H 2.475 0.626 -2.384 0.102
H 4.742 -0.072 -2.380 0.132
O 6.243 -0.754 -0.632 -0.115
C 6.980 -1.054 0.745 -0.005
H 7.301 -0.281 1.251 0.003
H 6.544 -1.822 1.350 0.078
H 8.087 -1.319 0.161 0.162
P -0.081 -0.070 0.137 0.398
O 0.122 -0.859 1.182 -0.172
O 0.166 -0.922 -1.120 -0.133
H 0.761 -1.681 -0.935 0.122
C -1.832 0.499 -0.118 -0.217
H -1.842 0.956 -1.567 0.225
C -2.621 -0.693 -0.014 -0.266
C -4.165 -0.578 -0.043 -0.125
C -4.643 0.955 -0.588 0.079
C -6.125 0.994 -0.464 -0.117
C -6.893 0.046 -0.013 -0.257
C -6.424 -0.993 0.379 -0.176
C -5.105 -1.362 0.324 -0.124
H -4.662 -2.225 0.874 0.141
H -7.136 -1.977 0.794 0.190
H -8.023 0.205 -0.097 0.155
H -6.377 2.163 -0.940 0.167
H -3.987 1.553 -1.119 0.024
H -2.504 -1.493 -0.462 0.035
H -2.473 -1.073 0.999 0.134
H -2.079 1.417 0.473 0.106



Asked for max |F| across the records above, the calculation gives 3.1; 0.4; 1.0; 4.3; 0.7; 15.6 eV/A in order.